{
  "formula": "C5H12NO",
  "method": "ωB97M-V/def2-TZVPD",
  "homo_ha": -0.5030,
  "charge": 1,
  "lumo_ev": -4.055,
  "orbital_gap_ev": 9.63,
  "multiplicity": 1,
  "species": ["H", "C", "N", "C", "H", "H", "H", "C", "H", "C", "C", "H", "H", "O", "H", "H", "H", "H", "H"],
  "positions_angstrom": [[2.626, -0.745, -0.565], [-0.722, 2.352, -0.018], [1.982, -1.567, -0.697], [-0.037, -2.347, 0.671], [-0.313, 3.342, 0.613], [2.589, -2.270, -0.303], [-1.222, -0.347, 0.276], [0.598, -1.341, 0.074], [1.777, -1.783, -1.723], [-0.280, -0.195, -0.361], [0.279, 1.169, 0.047], [-1.190, -2.201, 0.925], [0.580, 1.257, 1.155], [-1.979, 1.723, 0.328], [-0.973, 2.757, -0.960], [-0.594, -0.121, -1.458], [1.250, 1.282, -0.424], [0.285, -3.286, 0.967], [-1.887, 1.485, 1.269]]
}



{
  "formula": "C18H21FeN7O4",
  "method": "ωB97M-V/def2-TZVPD",
  "homo_ha": [-0.1248, -0.1559],
  "charge": -1,
  "lumo_ev": [3.006, 2.995],
  "orbital_gap_ev": [6.40, 7.24],
  "multiplicity": 6,
  "species": ["H", "N", "H", "O", "Fe", "C", "H", "C", "N", "C", "C", "H", "C", "O", "H", "H", "C", "H", "C", "H", "C", "H", "H", "C", "H", "H", "O", "H", "H", "C", "N", "N", "H", "C", "N", "H", "H", "H", "O", "H", "C", "C", "N", "C", "C", "N", "C", "H", "C", "H", "C"],
  "positions_angstrom": [[-1.445, 3.060, 2.986], [-0.690, -3.275, 1.914], [-1.325, 2.458, -3.362], [0.661, 0.156, 1.556], [-0.411, 0.090, -0.181], [2.548, 0.913, 2.756], [-2.961, -3.763, 2.703], [1.128, 3.120, 3.606], [-3.012, -3.260, 1.831], [3.143, 1.840, 3.592], [-1.289, 2.049, -2.343], [0.424, 3.196, -1.750], [-0.906, 2.411, 2.294], [0.672, -1.394, -1.138], [1.952, -3.526, -1.734], [1.678, -3.010, -5.996], [1.622, -2.962, -2.598], [2.437, -4.317, -4.014], [1.464, -2.663, -4.994], [-3.780, -2.585, 1.776], [-0.241, 0.221, -3.379], [-1.126, 3.981, -1.360], [0.431, -0.905, -5.629], [2.441, 2.958, 4.031], [3.091, 0.039, 2.417], [-2.306, 1.875, -1.983], [-3.921, -0.836, 1.275], [-1.296, 4.052, 0.818], [-0.768, -4.279, 1.943], [0.483, -1.021, -3.493], [0.583, -2.839, 1.488], [-2.877, -0.788, 0.540], [-0.513, 0.696, -4.333], [-0.930, 3.021, 0.923], [-0.527, 2.393, -0.093], [-1.430, 1.452, 2.239], [0.748, -1.928, 1.915], [0.558, 3.981, 3.945], [-2.506, 0.359, -0.007], [4.169, 1.689, 3.909], [-0.596, 3.021, -1.396], [0.773, -1.494, -4.782], [-1.720, -1.522, 0.850], [1.216, 1.060, 2.311], [-1.834, -2.629, 1.505], [-0.572, 0.792, -2.290], [1.888, -3.393, -3.873], [0.553, -2.629, 0.488], [0.903, -1.757, -2.344], [2.902, 3.681, 4.692], [0.512, 2.206, 2.765]]
}



{
  "formula": "C2H10O2S2",
  "method": "ωB97M-V/def2-TZVPD",
  "homo_ha": -0.3208,
  "lumo_ev": -4.743,
  "orbital_gap_ev": 3.99,
  "multiplicity": 1,
  "species": ["H", "H", "H", "H", "H", "C", "H", "H", "S", "S", "H", "O", "O", "C", "H", "H"],
  "positions_angstrom": [[-0.235, -1.395, 1.347], [0.203, -2.961, -1.602], [0.003, 1.252, -1.868], [-0.911, -1.753, 2.636], [-0.044, -0.503, -1.984], [0.032, 0.319, -1.257], [2.139, -0.025, -1.113], [1.273, -0.403, 0.390], [-0.112, -2.460, -0.421], [1.567, 1.950, 0.140], [-0.841, 0.289, -0.617], [-0.312, -1.098, 2.262], [-1.521, 1.928, 1.137], [1.326, 0.289, -0.464], [-1.976, 2.515, 0.529], [-0.592, 2.056, 0.886]]
}



Energy values, unit Eh, following the record order: -327.35202, -2646.48495, -1028.85298.
Energy relative to the best compared isomer or geometry (same formula, charge and spin) values, unit eV, following the record order: 2.927, 0.000, 5.604.